Entry 1:
The following is a quantum chemistry calculation of one molecule with the formula C5H9N3, from the OMol25 dataset.

Summary:
Kohn-Sham gap	10.04	eV
SMILES	[H]/N=C(C)\N=C(/N)C=C
E_LUMO	0.03175	hartree

Each line ends with the Löwdin charge.
Geometry (Å):
N -0.7101 -1.3683 -0.2370  0.1324
H 2.7543 1.6882 -0.5408  0.0747
C -0.5862 -0.0284 -0.0938  -0.4541
C -3.1818 0.3589 0.4498  -0.0295
C 1.7711 0.0177 0.3052  -0.4142
H 1.3779 -1.1677 1.7808  0.0557
N 2.1203 -0.8145 1.1790  0.1291
C 2.7595 0.6054 -0.6513  -0.0645
C -2.0572 0.8069 -0.0832  -0.0731
H -3.2582 -0.6192 0.9060  0.0497
H -1.9755 1.7978 -0.5115  0.0789
H -4.0771 0.9664 0.4881  0.0502
H 0.1076 -1.8769 -0.5371  0.0969
H 2.4785 0.3694 -1.6773  0.0745
N 0.3327 0.7520 0.1883  0.1278
H 3.7560 0.2241 -0.4363  0.0733
H -1.6117 -1.7120 -0.5289  0.0921

***

Entry 2:
The following is a quantum chemistry calculation of a 3-piece molecular cluster, C5H9N3 overall, from the OMol25 dataset.

Summary:
Kohn-Sham gap (spin up / spin down)	7.70 / 7.32	eV
E_LUMO (spin up / spin down)	-0.02787 / -0.04658	hartree

Each line ends with the Löwdin charge.
Geometry (Å):
N 2.0895 0.4380 -0.7703  0.0785
H -1.4828 -1.5776 -0.7639  0.0881
H 0.1934 -2.1181 -0.7378  0.0932
N -2.9777 0.5483 0.1471  -0.0618
C -0.1123 -0.1044 -0.1126  -0.4531
H 0.9029 -0.7368 1.6330  0.0783
C -0.4567 -1.2703 -0.9774  -0.0470
H -0.3785 -1.0318 -2.0372  0.0893
H -0.8330 -1.0376 1.6744  0.0982
H 2.3880 0.3796 1.1408  0.0786
H -0.2204 0.6072 1.9171  0.0910
H 0.0186 1.3357 -1.7118  0.0862
C -0.0821 -0.3156 1.3567  -0.0614
N 2.7981 0.3953 0.1727  0.0462
C 0.0689 1.1760 -0.6453  -0.0548
H 0.2834 2.0116 0.0070  0.0870
C -2.1992 1.3004 -0.2924  -0.2366

***

Entry 3:
The following is a quantum chemistry calculation of one molecule with the formula C5H9N3, from the OMol25 dataset.

Summary:
Kohn-Sham gap	8.13	eV
SMILES	[H]/N=C1\C=CCCNN1
E_LUMO	0.02786	hartree

Each line ends with the Löwdin charge.
Geometry (Å):
H 0.6332 1.2728 -2.4973  0.1313
H -1.1244 1.8343 0.5151  0.1025
N -0.6526 1.0787 -1.0847  -0.1299
C -0.3383 0.0598 1.3074  -0.3632
H 1.4812 -1.2922 -2.2991  0.1126
N -0.6508 0.4739 2.5118  0.0657
H 0.3611 -2.0147 1.7143  0.1196
C 0.6562 -0.8198 -1.6887  -0.1449
C 0.8403 -1.4860 -0.3080  -0.0913
H -0.3888 -1.0843 -2.0417  0.1293
H -1.2102 1.6303 -1.6721  0.1186
C 0.6181 0.7279 -1.5161  -0.2399
H -0.3857 -0.2194 3.2575  0.0497
C 0.3510 -1.2063 0.9247  -0.0534
N -0.7941 0.9630 0.2403  0.0081
H 1.2866 1.0446 -0.7275  0.1193
H 1.2664 -2.4344 -0.2369  0.0661

***

Entry 4:
The following is a quantum chemistry calculation of one molecule with the formula C5H9N3, from the OMol25 dataset.

Summary:
Kohn-Sham gap	9.08	eV
SMILES	C1=N\CCC/N=C\N/1
E_LUMO	0.01865	hartree

Each line ends with the Löwdin charge.
Geometry (Å):
H -1.1138 0.0313 -0.9350  0.0981
H -2.6882 -0.1021 1.0973  0.1293
N 0.9600 -1.4646 -0.5318  -0.0208
C 0.3572 -1.5410 0.7385  -0.2672
H 0.3430 2.4107 -0.3569  0.0608
H -1.9433 1.7130 -0.6514  0.1293
H 0.8815 0.9696 0.8487  0.1447
C -1.2823 0.8696 -0.1901  -0.2042
N 1.1501 0.9285 -1.3462  -0.0115
H 2.3478 -0.7868 -2.0226  0.1398
H -1.3703 1.0580 1.9137  0.1220
C 0.4105 1.3673 -0.1852  -0.1843
H 1.9322 -2.1352 -0.6056  0.1795
N -0.5259 -0.7949 1.4131  -0.0017
C 1.4085 -0.3341 -1.4464  -0.1908
H 0.7553 -2.5189 1.1897  0.1210
C -1.6224 0.3296 1.0703  -0.2440

***

What did we get for energy relative to the best compared isomer or geometry (same formula, charge and spin)? Answer: 187.7, 586.8, 370.1, 475.3 kJ/mol, in the order shown.
What did we get for F_max? Answer: 0.1168, 0.0310, 0.0770, 0.1216 hartree/bohr, in the order shown.